[1]
Here is a cluster of 2 separate species, C21H17Br2F6INO7S2 in total in a non-equilibrium geometry from the Open Molecules 2025 dataset. Energies are from ωB97M-V with the def2-TZVPD basis set.

Summary:
HOMO, eV: -6.83
LUMO, eV: -0.368
Electronic energy, eV: -224019.7652
Molecular weight, u: 860.2

The geometry in ORCA input format:
```
! wB97M-V def2-TZVPD RIJCOSX def2/J DEFGRID3
* xyz -1 1
C 3.461 -3.038 -0.486
C 2.476 -3.490 -1.726
C 1.529 -4.837 -1.536
C 0.470 -5.378 -2.708
C 0.447 -4.506 -4.103
C 1.409 -3.157 -4.298
C 2.452 -2.611 -3.113
C 3.331 -1.242 -3.392
C 2.410 0.058 -3.011
C 2.658 1.043 -1.926
C 3.949 0.885 -0.929
Br 3.165 0.569 0.928
C 4.928 2.212 -0.861
C 6.386 2.012 -1.600
Br 5.353 2.610 1.094
C 1.550 2.278 -1.756
O 1.862 3.527 -1.392
C -0.039 1.836 -2.034
C -1.325 2.447 -1.222
C -2.461 1.349 -0.786
O -3.458 1.043 -1.661
I -2.331 0.456 1.247
C -0.291 0.822 -3.115
C 1.038 0.275 -3.941
O 1.017 -0.019 -5.264
H 4.008 -4.024 -0.098
H 4.288 -2.345 -0.948
H 2.869 -2.553 0.410
H 1.551 -5.456 -0.536
H -0.231 -6.328 -2.555
H -0.311 -4.850 -4.959
H 1.284 -2.614 -5.348
H 3.488 -1.202 -4.575
H 4.406 -1.251 -2.930
H 4.629 -0.045 -1.130
H 4.451 3.187 -1.310
H 7.182 2.833 -1.334
H 6.215 2.097 -2.776
H 6.795 0.930 -1.414
H -1.862 3.202 -1.973
H -1.001 3.114 -0.295
H -1.376 0.428 -3.372
C -7.243 2.537 7.318
F -8.106 3.573 7.569
F -6.219 2.678 8.210
F -7.906 1.400 7.687
S -6.673 2.491 5.589
O -5.990 3.779 5.408
O -7.904 2.334 4.811
N -5.732 1.211 5.673
S -5.064 0.915 4.258
O -4.059 1.883 3.802
O -5.968 0.435 3.208
C -4.089 -0.555 4.702
F -4.863 -1.582 5.165
F -3.176 -0.305 5.687
F -3.380 -1.059 3.648
*
```

[2]
Here is a structure of composition C21H17BrIrN5O2S3 in a non-equilibrium geometry from the Open Molecules 2025 dataset. Energies are from ωB97M-V with the def2-TZVPD basis set.

Summary:
HOMO, eV: -13.07
LUMO, eV: -7.506
ΔE to the lowest compared entry with this formula, charge and spin, eV: 0.000
Electronic energy, eV: -138973.0780
Molecular weight, u: 739.7

The geometry in ORCA input format:
```
! wB97M-V def2-TZVPD RIJCOSX def2/J DEFGRID3
* xyz 2 1
Ir 0.225 -0.496 -0.682
N -2.587 2.330 0.512
C -2.497 2.818 1.837
C -3.495 3.634 2.342
C -3.407 4.115 3.639
C -2.324 3.776 4.432
C -1.318 2.965 3.926
C -1.405 2.495 2.628
S -0.095 1.512 1.977
N -0.755 0.890 0.535
C -1.812 1.393 -0.043
C -2.142 0.904 -1.389
C -3.395 1.025 -1.963
C -3.602 0.567 -3.255
C -2.539 0.011 -3.945
C -1.327 -0.119 -3.295
N -1.125 0.312 -2.048
H -3.363 2.661 -0.039
H -4.342 3.883 1.713
H -4.184 4.758 4.026
H -2.265 4.143 5.446
H -0.463 2.703 4.537
H -4.230 1.414 -1.397
H -4.579 0.647 -3.712
H -2.654 -0.323 -4.965
H -0.473 -0.546 -3.803
Br 2.661 0.235 -2.659
C 2.069 -1.544 -2.827
C 2.588 -2.430 -3.744
C 2.076 -3.726 -3.758
C 1.060 -4.068 -2.875
C 0.590 -3.096 -2.020
N 1.092 -1.868 -1.982
C -0.580 -3.304 -1.075
O -0.982 -4.416 -0.901
O -1.033 -2.178 -0.577
H 3.365 -2.114 -4.425
H 2.462 -4.451 -4.462
H 0.626 -5.056 -2.831
S 1.207 -1.638 1.216
C 2.713 -1.087 1.745
N 3.316 -1.615 2.788
C 4.528 -0.954 3.271
C 5.062 -0.126 2.104
S 3.626 0.179 1.011
H 2.885 -2.358 3.321
H 5.253 -1.701 3.590
H 4.287 -0.324 4.129
H 5.812 -0.662 1.526
H 5.470 0.830 2.419
*
```

[3]
Here is a structure of composition C21H17BrN3O3RuS in a non-equilibrium geometry from the Open Molecules 2025 dataset. Energies are from ωB97M-V with the def2-TZVPD basis set.

Summary:
HOMO (spin up / spin down), eV: -17.44 / -17.45
LUMO (spin up / spin down), eV: -10.737 / -12.701
Electronic energy, eV: -116093.8452
Molecular weight, u: 572.4

The geometry in ORCA input format:
```
! wB97M-V def2-TZVPD RIJCOSX def2/J DEFGRID3
* xyz 3 5
Ru -1.717 -0.287 -0.155
C 6.341 -2.369 -0.452
C 4.854 -2.536 -0.247
C 4.042 -2.005 -1.312
C 2.693 -1.838 -1.143
C 2.090 -2.291 0.088
C 2.901 -2.891 1.164
C 4.262 -2.928 0.986
S 0.492 -2.041 0.405
O 0.138 -2.547 1.687
O -0.467 -2.171 -0.673
N 0.261 -0.309 0.470
C 0.950 0.819 0.543
C 2.302 0.988 0.861
C 2.819 2.222 0.631
C 1.983 3.305 0.324
C 0.571 3.202 0.338
C -0.266 4.312 0.248
C -1.609 4.069 0.036
C -2.003 2.761 -0.147
N -1.212 1.689 -0.097
C 0.045 1.917 0.276
H 6.920 -2.785 0.399
H 6.500 -1.249 -0.537
H 6.600 -2.853 -1.393
H 4.530 -1.700 -2.248
H 1.986 -1.548 -1.944
H 2.417 -3.219 2.041
H 4.968 -3.381 1.687
H 2.847 0.081 1.101
H 3.941 2.288 0.530
H 2.451 4.303 0.160
H 0.083 5.263 0.474
H -2.232 4.951 -0.019
H -3.007 2.588 -0.380
O -7.833 -0.642 -0.131
C -6.579 -0.428 -0.226
C -5.986 0.391 -1.142
C -4.605 0.590 -1.186
N -3.788 -0.073 -0.387
C -4.430 -0.889 0.463
Br -3.119 -1.968 1.238
C -5.740 -1.067 0.733
H -8.436 -0.222 -0.775
H -6.588 0.865 -1.913
H -4.197 1.328 -1.798
H -6.173 -1.693 1.421
*
```

[4]
Here is a structure of composition C21H17BrN3O8Ru from the Open Molecules 2025 dataset. Energies are from ωB97M-V with the def2-TZVPD basis set.

Summary:
HOMO (spin up / spin down), eV: -10.70 / -11.70
LUMO (spin up / spin down), eV: -4.194 / -5.094
ΔE to the lowest compared entry with this formula, charge and spin, eV: 0.000
Electronic energy, eV: -115520.1550
Molecular weight, u: 620.4

The geometry in ORCA input format:
```
! wB97M-V def2-TZVPD RIJCOSX def2/J DEFGRID3
* xyz 1 5
Ru 0.314 0.281 0.135
O 0.026 -3.942 -0.822
C -0.131 -2.668 -0.551
O 0.699 -1.813 -0.800
C -1.434 -2.331 0.132
O -1.636 -0.937 0.050
C -2.413 -0.477 -1.075
C -1.773 0.714 -1.786
O -2.423 1.311 -2.606
O -0.532 1.019 -1.476
H 0.900 -4.090 -1.220
H -2.261 -2.894 -0.301
H -1.342 -2.602 1.186
H -2.536 -1.275 -1.809
H -3.395 -0.177 -0.713
Br 0.080 3.756 -6.025
C -0.223 4.800 -4.492
C 0.427 6.023 -4.363
C 0.214 6.784 -3.231
C -0.616 6.303 -2.216
C -1.310 5.096 -2.386
C -1.108 4.340 -3.520
N -0.719 7.106 -1.074
N -1.128 6.646 0.012
C -0.914 5.445 0.541
C -1.912 4.961 1.440
C -1.997 3.649 1.772
C -1.052 2.713 1.240
O -1.170 1.479 1.368
C 0.120 3.251 0.530
N 1.068 2.353 0.209
C 2.178 2.766 -0.378
C 2.400 4.119 -0.651
C 1.421 5.038 -0.368
C 0.225 4.599 0.218
H 1.087 6.371 -5.145
H 0.698 7.743 -3.102
H -2.018 4.754 -1.643
H -1.626 3.397 -3.643
H -2.660 5.671 1.768
H -2.798 3.264 2.387
H 2.904 2.006 -0.625
H 3.336 4.421 -1.098
H 1.573 6.086 -0.585
C 3.490 -1.060 2.264
C 2.432 -0.507 1.370
O 2.674 -0.044 0.239
O 1.198 -0.522 1.762
H 3.898 -1.962 1.807
H 3.088 -1.294 3.245
H 4.303 -0.340 2.346
*
```

[5]
Here is a structure of composition C21H17BrN5O5RuS in a non-equilibrium geometry from the Open Molecules 2025 dataset. Energies are from ωB97M-V with the def2-TZVPD basis set.

Summary:
HOMO (spin up / spin down), eV: -6.96 / -6.96
LUMO (spin up / spin down), eV: -1.183 / -1.233
Electronic energy, eV: -123200.9446
Molecular weight, u: 632.4

The geometry in ORCA input format:
```
! wB97M-V def2-TZVPD RIJCOSX def2/J DEFGRID3
* xyz 0 2
Ru 0.523 0.937 0.070
N 1.064 1.394 -2.327
C 2.516 1.277 -2.397
C 3.183 1.581 -1.043
O 4.251 2.161 -0.985
N 2.503 1.070 0.013
C 3.118 1.099 1.269
C 2.249 2.112 2.256
O 2.909 2.915 2.863
O 1.044 1.861 2.203
H 0.594 0.691 -2.889
H 0.754 2.320 -2.610
H 2.964 1.937 -3.152
H 2.788 0.241 -2.628
H 4.164 1.417 1.238
H 2.980 0.151 1.799
N -3.313 2.371 0.098
C -3.726 1.055 0.138
C -4.977 0.486 0.136
C -5.046 -0.911 0.200
C -3.900 -1.684 0.299
C -2.635 -1.115 0.316
C -2.544 0.272 0.200
N -1.462 1.086 0.171
C -1.942 2.385 0.129
C -1.058 3.466 0.094
C -1.256 4.856 0.177
S 0.269 5.679 0.101
C 1.061 4.149 -0.036
N 0.268 3.132 -0.037
H -3.906 3.181 0.074
H -5.868 1.091 0.092
H -6.014 -1.387 0.191
H -3.985 -2.757 0.367
H -1.748 -1.712 0.445
H -2.163 5.398 0.332
H 2.129 4.077 -0.121
Br -1.139 -3.474 -1.821
C 0.155 -4.088 -0.582
C 0.307 -5.456 -0.409
C 1.301 -5.929 0.430
C 2.131 -5.044 1.100
C 1.922 -3.684 0.979
C 0.936 -3.186 0.134
C 0.740 -1.706 0.088
O 0.456 -1.126 -0.988
O 0.868 -1.065 1.156
H -0.342 -6.142 -0.934
H 1.434 -6.993 0.545
H 2.928 -5.412 1.728
H 2.516 -2.973 1.530
*
```

[6]
Here is a structure of composition C21H17Cl2N3O2SSeTeTi from the Open Molecules 2025 dataset. Energies are from ωB97M-V with the def2-TZVPD basis set.

Summary:
HOMO (spin up / spin down), eV: -3.37 / -3.36
LUMO (spin up / spin down), eV: 2.257 / 2.256
ΔE to the lowest compared entry with this formula, charge and spin, eV: 2.434
Electronic energy, eV: -162256.5539
Molecular weight, u: 700.8

The geometry in ORCA input format:
```
! wB97M-V def2-TZVPD RIJCOSX def2/J DEFGRID3
* xyz -1 2
Ti -0.547 0.383 -0.885
O 4.169 0.836 4.678
C 2.942 0.376 5.048
O 2.748 0.105 6.205
C 1.953 0.194 3.966
C 2.027 0.845 2.734
C 1.079 0.629 1.759
C 0.012 -0.273 1.949
C -0.051 -0.923 3.200
C 0.886 -0.680 4.177
N -0.878 -0.457 0.926
C -1.839 -1.455 0.957
C -2.510 -1.661 -0.205
C -3.530 -2.657 -0.413
C -4.116 -2.797 -1.618
C -3.716 -1.948 -2.708
C -2.743 -1.032 -2.489
N -2.124 -0.851 -1.285
H 4.238 0.811 3.719
H 2.815 1.560 2.520
H 1.205 1.167 0.820
H -0.843 -1.630 3.398
H 0.821 -1.184 5.132
H -2.026 -2.051 1.838
H -3.804 -3.287 0.425
H -4.879 -3.550 -1.772
H -4.169 -2.033 -3.685
H -2.409 -0.368 -3.280
Cl -1.563 2.934 2.009
C -3.311 2.803 1.796
Cl -3.753 1.646 0.539
H -3.692 3.777 1.515
H -3.740 2.468 2.733
Se 1.038 -1.581 -1.598
Te -0.932 2.836 -2.134
C 0.727 1.874 -3.075
C 2.006 1.976 -2.529
C 3.083 1.333 -3.127
C 2.894 0.571 -4.269
C 1.624 0.464 -4.821
C 0.551 1.110 -4.230
H 2.161 2.569 -1.635
H 4.068 1.418 -2.686
H 3.730 0.054 -4.722
H 1.466 -0.140 -5.705
H -0.439 1.014 -4.659
S 3.028 -0.975 -0.811
C 3.121 -1.814 0.655
N 3.223 -2.406 1.641
*
```

[7]
Here is the molecule C21H17Cl3N4 in a non-equilibrium geometry from the Open Molecules 2025 dataset. Energies are from ωB97M-V with the def2-TZVPD basis set.

Summary:
HOMO, eV: -8.41
LUMO, eV: 0.045
ΔE to the lowest compared entry with this formula, charge and spin, eV: 0.000
SMILES: Clc1ccc(-c2nc3ncccn3c2CNCCc2ccc(Cl)c(Cl)c2)cc1
Electronic energy, eV: -65580.6209
Molecular weight, u: 431.8

The geometry in ORCA input format:
```
! wB97M-V def2-TZVPD RIJCOSX def2/J DEFGRID3
* xyz 0 1
Cl -7.206 2.772 -0.474
C -5.819 1.697 -0.320
C -6.007 0.422 0.269
C -4.888 -0.420 0.517
C -3.591 -0.005 0.166
C -2.459 -0.858 0.388
N -2.496 -2.176 -0.078
C -1.249 -2.575 -0.001
N -0.721 -3.794 -0.480
C 0.574 -3.999 -0.303
C 1.445 -2.985 0.301
C 0.920 -1.798 0.758
N -0.429 -1.613 0.566
C -1.220 -0.504 0.818
C -0.671 0.795 1.299
N 0.270 1.184 0.290
C 1.183 2.303 0.562
C 2.209 2.391 -0.586
C 3.119 1.175 -0.568
C 4.201 1.128 0.314
C 5.106 0.059 0.285
C 4.897 -1.018 -0.620
Cl 5.926 -2.441 -0.561
C 3.810 -0.982 -1.500
Cl 3.466 -2.372 -2.529
C 2.995 0.130 -1.510
C -3.445 1.242 -0.458
C -4.532 2.125 -0.666
H -7.001 0.105 0.499
H -5.043 -1.403 0.966
H 1.015 -4.890 -0.700
H 2.485 -3.200 0.485
H 1.519 -1.090 1.310
H -1.461 1.559 1.499
H -0.206 0.662 2.276
H 0.762 0.409 -0.109
H 0.631 3.236 0.546
H 1.710 2.152 1.524
H 1.687 2.518 -1.537
H 2.818 3.270 -0.457
H 4.402 1.951 0.988
H 5.950 0.076 0.972
H 2.146 0.110 -2.212
H -2.471 1.566 -0.789
H -4.332 3.085 -1.139
*
```

[8]
Here is the molecule C21H17ClF4N4 in a non-equilibrium geometry from the Open Molecules 2025 dataset. Energies are from ωB97M-V with the def2-TZVPD basis set.

Summary:
HOMO, eV: -7.44
LUMO, eV: 0.278
SMILES: C[C@@H]1c2ncn(-c3ccc(F)cn3)c2C=CN1[C@@H](C)c1cccc(C(F)(F)F)c1Cl
Electronic energy, eV: -51405.5516
Molecular weight, u: 436.8

The geometry in ORCA input format:
```
! wB97M-V def2-TZVPD RIJCOSX def2/J DEFGRID3
* xyz 0 1
C -1.181 2.992 1.020
C -0.431 1.700 0.803
C 0.100 1.599 -0.636
N 1.187 2.308 -1.122
C 1.137 2.021 -2.413
N 0.130 1.158 -2.769
C -0.023 0.692 -4.075
C -0.800 -0.412 -4.423
C -0.991 -0.710 -5.767
C -0.401 0.106 -6.701
F -0.639 -0.060 -7.995
C 0.493 1.093 -6.279
N 0.652 1.433 -4.994
C -0.556 0.898 -1.611
C -1.759 0.194 -1.243
C -2.096 0.044 0.066
N -1.240 0.496 1.119
C -1.097 -0.191 2.412
C -2.252 -1.185 2.733
C 0.214 -0.940 2.518
C 0.830 -1.481 1.382
C 2.125 -1.989 1.463
C 2.744 -2.150 2.714
C 2.149 -1.638 3.902
C 2.812 -1.757 5.281
F 4.035 -2.332 5.163
F 2.044 -2.539 6.088
F 3.015 -0.540 5.843
C 0.872 -1.050 3.786
Cl 0.048 -0.420 5.220
H -2.021 3.143 0.293
H -1.604 3.026 2.039
H -0.494 3.811 0.940
H 0.435 1.711 1.449
H 1.867 2.477 -3.113
H -1.296 -1.042 -3.701
H -1.598 -1.560 -6.052
H 0.970 1.760 -7.011
H -2.442 -0.204 -2.013
H -3.065 -0.422 0.281
H -1.023 0.645 3.147
H -3.202 -0.657 2.758
H -2.026 -1.635 3.700
H -2.252 -1.988 2.019
H 0.323 -1.389 0.453
H 2.584 -2.385 0.548
H 3.722 -2.629 2.777
*
```

[9]
Here is the molecule C21H17ClN4O2S from the Open Molecules 2025 dataset. Energies are from ωB97M-V with the def2-TZVPD basis set.

Summary:
HOMO, eV: -7.96
LUMO, eV: -0.327
ΔE to the lowest compared entry with this formula, charge and spin, eV: 1.051
SMILES: O=C(c1cc2c(=O)n3ccccc3nc2s1)N1CCN(c2cccc(Cl)c2)CC1
Electronic energy, eV: -55466.9595
Molecular weight, u: 424.9

The geometry in ORCA input format:
```
! wB97M-V def2-TZVPD RIJCOSX def2/J DEFGRID3
* xyz 0 1
O 3.177 0.872 0.662
C 1.978 0.748 0.489
C 1.358 1.248 -0.766
C 1.816 0.975 -2.014
C 1.126 1.688 -3.026
C 1.329 1.625 -4.439
O 2.109 0.930 -5.052
N 0.462 2.522 -5.160
C 0.590 2.550 -6.516
C -0.174 3.354 -7.294
C -1.136 4.192 -6.684
C -1.275 4.174 -5.333
C -0.469 3.330 -4.523
N -0.633 3.345 -3.223
C 0.152 2.544 -2.508
S 0.076 2.446 -0.782
N 1.171 0.165 1.406
C 1.773 -0.389 2.603
C 1.233 -1.789 2.868
N -0.196 -1.728 3.090
C -0.840 -2.619 3.907
C -2.103 -2.341 4.448
C -2.740 -3.256 5.261
C -2.152 -4.470 5.578
C -0.904 -4.743 5.046
Cl -0.137 -6.253 5.409
C -0.250 -3.851 4.221
C -0.877 -0.607 2.488
C -0.206 -0.219 1.172
H 2.614 0.286 -2.220
H 1.346 1.880 -6.901
H -0.046 3.352 -8.363
H -1.749 4.836 -7.294
H -1.988 4.790 -4.811
H 1.562 0.261 3.460
H 2.854 -0.413 2.447
H 1.475 -2.440 2.015
H 1.723 -2.191 3.758
H -2.584 -1.397 4.252
H -3.711 -3.016 5.668
H -2.646 -5.182 6.218
H 0.707 -4.126 3.810
H -1.910 -0.891 2.269
H -0.895 0.267 3.156
H -0.760 0.611 0.729
H -0.248 -1.071 0.479
*
```

[10]
Here is a structure of composition C21H17FeN3O2S2 in a non-equilibrium geometry from the Open Molecules 2025 dataset. Energies are from ωB97M-V with the def2-TZVPD basis set.

Summary:
HOMO (spin up / spin down), eV: -8.03 / -8.13
LUMO (spin up / spin down), eV: -0.284 / -0.350
ΔE to the lowest compared entry with this formula, charge and spin, eV: 0.823
Electronic energy, eV: -86676.2664
Molecular weight, u: 463.4

The geometry in ORCA input format:
```
! wB97M-V def2-TZVPD RIJCOSX def2/J DEFGRID3
* xyz 0 5
Fe 0.059 1.630 -1.978
C -1.731 -0.719 5.431
C -1.812 -0.423 3.993
C -0.830 0.295 3.285
C -0.978 0.498 1.944
C -2.260 0.184 1.320
C -3.325 -0.373 2.062
C -3.023 -0.623 3.361
S -2.541 0.839 -0.291
O -3.817 0.364 -0.770
O -2.277 2.241 -0.216
N -1.358 0.364 -1.283
C -1.200 -0.942 -1.636
C -2.085 -1.975 -1.501
C -1.790 -3.290 -1.994
C -0.740 -3.548 -2.776
C 0.262 -2.549 -2.815
C 1.495 -2.728 -3.463
C 2.455 -1.693 -3.539
C 2.052 -0.420 -3.149
N 0.855 -0.191 -2.624
C 0.019 -1.259 -2.330
H -0.710 -0.606 5.792
H -2.136 -1.721 5.499
H -2.389 -0.065 6.045
H 0.134 0.526 3.659
H -0.136 0.831 1.330
H -4.286 -0.542 1.619
H -3.802 -0.986 3.972
H -2.947 -1.717 -0.946
H -2.511 -4.068 -1.748
H -0.614 -4.466 -3.278
H 1.759 -3.721 -3.784
H 3.443 -1.849 -3.883
H 2.671 0.496 -3.275
S 1.200 3.494 -2.654
C 2.177 3.136 -1.221
C 3.350 3.804 -1.024
C 4.192 3.437 0.047
C 3.760 2.413 0.908
C 2.513 1.838 0.647
N 1.787 2.132 -0.409
H 3.584 4.677 -1.545
H 5.093 3.988 0.096
H 4.334 2.144 1.824
H 2.103 1.139 1.300
*
```